No. 1
2 unconnected molecules or ions with the total composition CH4INS in a non-equilibrium geometry. Source: OMol25; level of theory: ωB97M-V with the def2-TZVPD basis set.

Output
LUMO energy (spin up / spin down) (eV): -1.4 / -1.4
Frontier orbital gap (spin up / spin down) (eV): 7.219 / 7.218
Structure (SMILES): CN=S.I
Total energy (eV): -21525.1712
Maximum force (hartree/bohr): 0.0609
Energy relative to the best compared isomer or geometry (same formula, charge and spin) (kcal per mole): 50.8
HOMO (spin up / spin down) (eV): -8.64 / -8.64
Charge: 0

Cartesian coordinates (Å):
C (-1.032, 0.347, 0.201)
N (-0.049, -0.638, -0.268)
S (-0.152, -2.158, 0.092)
H (-1.093, 1.245, -0.588)
H (-2.067, -0.079, 0.129)
H (-0.514, 0.943, 1.025)
I (2.927, 0.658, 0.092)
H (1.981, -0.317, -0.682)

Here are the Mulliken charges for atoms 1 to 4, given in e:
1 C -0.65
2 N -0.17
3 S -0.01
4 H 0.25

---

No. 2
2 unconnected molecules or ions with the total composition CH4IOPS in a non-equilibrium geometry. Source: OMol25; level of theory: ωB97M-V with the def2-TZVPD basis set.

Output
LUMO energy (eV): -1.4
Frontier orbital gap (eV): 7.318
Total energy (eV): -31372.0691
Maximum force (hartree/bohr): 0.0583
Energy relative to the best compared isomer or geometry (same formula, charge and spin) (kcal per mole): 84.9
HOMO (eV): -8.72
Charge: 0

Cartesian coordinates (Å):
C (0.815, -0.330, -1.271)
O (-3.691, 0.977, 2.568)
P (-1.441, -1.171, 2.519)
S (-2.904, -0.316, 1.646)
I (-1.018, -1.077, -2.190)
H (1.552, -1.150, -1.568)
H (0.663, -0.332, -0.233)
H (1.104, 0.629, -1.673)
H (-3.427, 0.997, 3.481)

Here are the Mulliken charges for atoms 1 to 4, given in e:
1 C -0.69
2 O -0.51
3 P 0.02
4 S 0.17

---

No. 3
2 unconnected molecules or ions with the total composition CH4IPS in a non-equilibrium geometry. Source: OMol25; level of theory: ωB97M-V with the def2-TZVPD basis set.

Output
LUMO energy (spin up / spin down) (eV): -1.5 / -1.7
Frontier orbital gap (spin up / spin down) (eV): 7.452 / 6.582
Total energy (eV): -29324.0311
Maximum force (hartree/bohr): 0.0387
Energy relative to the best compared isomer or geometry (same formula, charge and spin) (kcal per mole): 73.9
HOMO (spin up / spin down) (eV): -8.98 / -8.33
Charge: 0

Cartesian coordinates (Å):
C (1.771, 0.217, -0.116)
P (-3.117, -1.019, 0.396)
S (1.270, -1.172, -1.019)
I (-2.062, 0.569, -0.956)
H (1.394, 1.143, -0.627)
H (2.846, 0.374, 0.020)
H (1.318, 0.035, 0.902)
H (-3.418, -0.146, 1.400)

Here are the Mulliken charges for atoms 1 to 4, given in e:
1 C -0.69
2 P -0.09
3 S -0.11
4 I 0.05

---

No. 4
A molecular structure, CH4LiO2 in a non-equilibrium geometry. Source: OMol25; level of theory: ωB97M-V with the def2-TZVPD basis set.

Output
LUMO energy (spin up / spin down) (eV): -0.4 / -0.4
Frontier orbital gap (spin up / spin down) (eV): 8.280 / 8.254
Total energy (eV): -5399.6390
2S+1: 2
Maximum force (hartree/bohr): 0.0712
Energy relative to the best compared isomer or geometry (same formula, charge and spin) (kcal per mole): 6.6
HOMO (spin up / spin down) (eV): -8.69 / -8.63
Charge: 0

Cartesian coordinates (Å):
H (2.006, -0.956, -1.234)
O (1.866, -0.353, -0.376)
Li (1.289, -0.974, 1.208)
O (-0.168, -0.559, -0.037)
C (-1.048, 0.498, 0.095)
H (-2.016, 0.175, -0.333)
H (-1.217, 0.786, 1.147)
H (-0.712, 1.384, -0.471)

Here are the Mulliken charges for atoms 1 to 4, given in e:
1 H 0.27
2 O -0.75
3 Li 0.88
4 O -0.54

---

No. 5
CH4N2O in the gas phase in a non-equilibrium geometry. Source: OMol25; level of theory: ωB97M-V with the def2-TZVPD basis set.

Output
LUMO energy (eV): 0.7
Frontier orbital gap (eV): 10.568
Structure (SMILES): [H]/N=C\NO
Total energy (eV): -6127.1458
Maximum force (hartree/bohr): 0.0812
Energy relative to the best compared isomer or geometry (same formula, charge and spin) (kcal per mole): 77.5
HOMO (eV): -9.89
Charge: 0

Cartesian coordinates (Å):
H (-0.845, -1.440, -0.035)
N (-1.501, -0.686, 0.013)
C (-0.801, 0.386, 0.006)
N (0.539, 0.596, 0.134)
O (1.147, -0.711, -0.112)
H (-1.402, 1.345, -0.027)
H (0.947, 1.234, -0.593)
H (1.915, -0.724, 0.615)

Here are the Mulliken charges for atoms 1 to 4, given in e:
1 H 0.31
2 N -0.57
3 C 0.00
4 N -0.19

---

No. 6
CH4N2O in the gas phase in a non-equilibrium geometry. Source: OMol25; level of theory: ωB97M-V with the def2-TZVPD basis set.

Output
LUMO energy (eV): 0.8
Frontier orbital gap (eV): 10.364
Structure (SMILES): [H]/N=C\NO
Total energy (eV): -6127.0542
Maximum force (hartree/bohr): 0.0811
Energy relative to the best compared isomer or geometry (same formula, charge and spin) (kcal per mole): 79.6
HOMO (eV): -9.52
Charge: 0

Cartesian coordinates (Å):
H (-1.138, 1.185, 0.108)
N (-0.292, 1.553, -0.461)
C (0.458, 0.528, -0.516)
N (0.253, -0.721, 0.039)
O (-0.796, -0.821, 0.856)
H (1.520, 0.576, -1.031)
H (0.358, -1.470, -0.709)
H (-0.364, -0.830, 1.714)

Here are the Mulliken charges for atoms 1 to 4, given in e:
1 H 0.30
2 N -0.57
3 C 0.00
4 N -0.19

---

No. 7
CH4N2O in the gas phase in a non-equilibrium geometry. Source: OMol25; level of theory: ωB97M-V with the def2-TZVPD basis set.

Output
LUMO energy (eV): 0.2
Frontier orbital gap (eV): 10.181
Structure (SMILES): [H]/N=[N+](/C)[O-]
Total energy (eV): -6125.9447
Maximum force (hartree/bohr): 0.1654
Energy relative to the best compared isomer or geometry (same formula, charge and spin) (kcal per mole): 105.2
HOMO (eV): -10.03
Charge: 0

Cartesian coordinates (Å):
H (0.604, -0.324, 2.499)
N (-0.006, -0.041, 1.824)
N (0.535, 0.029, 0.729)
C (-0.168, 0.348, -0.376)
O (1.915, -0.086, 0.540)
H (-0.587, 1.276, -0.261)
H (0.550, 0.450, -1.265)
H (-0.932, -0.351, -0.581)

Here are the Mulliken charges for atoms 1 to 4, given in e:
1 H 0.27
2 N -0.76
3 N 0.87
4 C -0.71

---

No. 8
CH4N2O in the gas phase in a non-equilibrium geometry. Source: OMol25; level of theory: ωB97M-V with the def2-TZVPD basis set.

Output
LUMO energy (eV): 0.7
Frontier orbital gap (eV): 9.506
Total energy (eV): -6123.9824
Maximum force (hartree/bohr): 0.0702
Energy relative to the best compared isomer or geometry (same formula, charge and spin) (kcal per mole): 150.5
HOMO (eV): -8.85
Charge: 0

Cartesian coordinates (Å):
N (1.242, 0.749, 0.176)
C (-0.975, -0.495, -0.087)
O (0.505, -0.718, 0.153)
N (-1.359, 0.542, -0.644)
H (2.198, 0.429, -0.038)
H (0.480, -0.293, 1.128)
H (-0.570, 1.215, -0.668)
H (-1.521, -1.430, -0.020)

Here are the Mulliken charges for atoms 1 to 4, given in e:
1 N -0.61
2 C -0.03
3 O -0.29
4 N -0.47

---

No. 9
A molecular structure, CH4N2O in a non-equilibrium geometry. Source: OMol25; level of theory: ωB97M-V with the def2-TZVPD basis set.

Output
LUMO energy (spin up / spin down) (eV): 1.2 / -1.2
Frontier orbital gap (spin up / spin down) (eV): 8.143 / 8.475
Total energy (eV): -6122.6739
2S+1: 3
Maximum force (hartree/bohr): 0.1346
Energy relative to the best compared isomer or geometry (same formula, charge and spin) (kcal per mole): 60.7
HOMO (spin up / spin down) (eV): -6.91 / -9.72
Charge: 0

Cartesian coordinates (Å):
C (1.738, -0.261, -0.012)
N (0.841, 0.574, 0.023)
N (-1.823, 0.148, -0.042)
O (-0.650, -0.467, 0.046)
H (2.616, 0.097, -0.430)
H (1.445, -1.333, 0.256)
H (-2.019, 0.876, -0.749)
H (-2.148, 0.365, 0.909)

Here are the Mulliken charges for atoms 1 to 4, given in e:
1 C -0.30
2 N -0.26
3 N -0.21
4 O -0.31

---

No. 10
CH4N2O2S in the gas phase in a non-equilibrium geometry. Source: OMol25; level of theory: ωB97M-V with the def2-TZVPD basis set.

Output
LUMO energy (eV): 0.5
Frontier orbital gap (eV): 10.351
Structure (SMILES): O=C(NO)NS
Total energy (eV): -19010.5674
Maximum force (hartree/bohr): 0.0613
Energy relative to the best compared isomer or geometry (same formula, charge and spin) (kcal per mole): 31.3
HOMO (eV): -9.84
Charge: 0

Cartesian coordinates (Å):
O (-0.134, -1.192, 0.891)
C (0.032, -0.353, 0.082)
N (1.309, 0.152, -0.280)
O (2.383, -0.668, 0.240)
N (-0.983, 0.383, -0.547)
S (-2.601, 0.298, 0.092)
H (1.422, 0.081, -1.273)
H (1.909, -1.319, 0.795)
H (-0.829, 1.271, -0.972)
H (-2.508, 1.347, 0.971)

Here are the Mulliken charges for atoms 1 to 4, given in e:
1 O -0.55
2 C 0.60
3 N -0.21
4 O -0.38

---

Repeat the seventh record exactly.
CH4N2O in the gas phase in a non-equilibrium geometry. Source: OMol25; level of theory: ωB97M-V with the def2-TZVPD basis set.

Output
LUMO energy (eV): 0.2
Frontier orbital gap (eV): 10.181
Structure (SMILES): [H]/N=[N+](/C)[O-]
Total energy (eV): -6125.9447
Maximum force (hartree/bohr): 0.1654
Energy relative to the best compared isomer or geometry (same formula, charge and spin) (kcal per mole): 105.2
HOMO (eV): -10.03
Charge: 0

Cartesian coordinates (Å):
H (0.604, -0.324, 2.499)
N (-0.006, -0.041, 1.824)
N (0.535, 0.029, 0.729)
C (-0.168, 0.348, -0.376)
O (1.915, -0.086, 0.540)
H (-0.587, 1.276, -0.261)
H (0.550, 0.450, -1.265)
H (-0.932, -0.351, -0.581)

Here are the Mulliken charges for atoms 1 to 4, given in e:
1 H 0.27
2 N -0.76
3 N 0.87
4 C -0.71

---

- The highest energy relative to the best compared isomer or geometry (same formula, charge and spin) belongs to which entry?
  number 8